# 1
Density functional theory data (the ωB97M-V functional and the def2-TZVPD basis) for a molecular structure, C33H31BrFeIN2O4PS2.

Results
Expectation value of S² ... 6.218
Net charge ... -2
Strongest force on any atom ... 0.512 eV/Å
Frontier orbital gap (spin up / spin down) ... 3.56 / 6.08 eV
2S+1 ... 5
HOMO (spin up / spin down) ... 0.4 / -2.1 eV
E_LUMO (spin up / spin down) ... 3.97 / 3.97 eV

Last column: Mulliken charge in e.
Positions of all 76 atoms, in Å:
1 Fe -0.4014 -0.6614 -0.8790  0.913
2 C 1.1615 1.0747 -4.9774  -1.694
3 C 0.3369 0.5916 -3.8020  0.227
4 S 1.1781 -0.3375 -2.5730  -0.449
5 C -0.9807 0.8003 -3.6935  0.935
6 C -1.8169 1.4980 -4.7334  -1.480
7 S -1.8976 0.1857 -2.3226  -0.484
8 H 2.2143 0.8515 -4.8076  0.380
9 H 1.0695 2.1546 -5.1294  0.331
10 H 0.8647 0.5851 -5.9107  0.364
11 H -1.2167 1.8089 -5.5898  0.401
12 H -2.3025 2.3846 -4.3137  0.268
13 H -2.6156 0.8430 -5.0955  0.280
14 O 2.3043 -3.4940 0.7796  -0.795
15 C 1.6654 -2.4463 0.7806  0.166
16 O 0.8585 -2.0644 -0.1327  -0.648
17 C 1.8123 -1.5152 1.9946  -0.500
18 P 1.4339 0.2261 1.5409  1.946
19 C 1.0514 0.9955 3.1690  0.473
20 C 1.3799 2.3226 3.4517  -0.493
21 C 0.9453 2.9329 4.6183  -0.708
22 C 0.1807 2.2241 5.5374  -0.573
23 C -0.1566 0.9056 5.2697  -0.571
24 C 0.2675 0.3026 4.0930  -0.484
25 C 3.1302 0.8884 1.2321  -0.300
26 C 3.4403 1.3187 -0.0545  0.087
27 C 4.7111 1.8049 -0.3526  -0.822
28 C 5.6823 1.8703 0.6332  -0.379
29 C 5.3839 1.4408 1.9240  -0.768
30 C 4.1204 0.9520 2.2157  -0.375
31 H 2.8041 -1.6328 2.4281  0.459
32 H 1.0822 -1.8622 2.7274  0.354
33 H 1.9591 2.8961 2.7368  0.302
34 H 1.1854 3.9740 4.7990  0.375
35 H -0.1718 2.7071 6.4414  0.376
36 H -0.7920 0.3516 5.9514  0.376
37 H -0.0664 -0.7048 3.8795  -0.073
38 H 2.6889 1.2442 -0.8355  -0.011
39 H 4.9353 2.1237 -1.3633  0.409
40 H 6.6718 2.2478 0.4020  0.352
41 H 6.1384 1.4860 2.7011  0.373
42 H 3.8925 0.6245 3.2247  0.394
43 C 0.2905 3.0630 -1.1419  -1.032
44 O -0.1631 2.1550 -0.1652  1.048
45 C -0.9474 2.6198 0.8519  0.667
46 C -0.9427 3.9749 1.2483  -0.828
47 C -1.6970 4.3124 2.3655  -0.243
48 Br -1.6678 6.1406 2.9512  -0.309
49 C -2.4272 3.4091 3.0882  -1.297
50 C -2.4368 2.0345 2.6880  1.230
51 C -1.6771 1.6705 1.5284  -1.140
52 O -1.6201 0.3681 1.1215  -0.085
53 C -3.1188 1.0589 3.4210  -0.065
54 N -3.1633 -0.2661 3.1328  0.020
55 C -3.9058 -0.8551 4.1112  0.062
56 C -4.2676 -2.1888 4.2957  -0.859
57 C -5.0394 -2.5235 5.4101  -0.507
58 C -5.4531 -1.5650 6.3299  -0.443
59 C -5.1040 -0.2162 6.1573  -1.038
60 C -4.3430 0.1106 5.0545  0.589
61 N -3.8379 1.3093 4.5937  -0.026
62 H 1.0350 3.7523 -0.7283  0.354
63 H -0.5408 3.6362 -1.5630  0.350
64 H 0.7459 2.4534 -1.9182  0.034
65 H -0.3532 4.7152 0.7335  0.476
66 H -2.9696 3.7383 3.9632  0.321
67 H -2.1747 -0.1692 1.7493  0.446
68 H -3.9584 -2.9380 3.5776  0.406
69 H -5.3261 -3.5580 5.5616  0.360
70 H -6.0510 -1.8586 7.1840  0.353
71 H -5.4233 0.5392 6.8666  0.358
72 H -3.9704 2.2079 5.0150  0.170
73 I -3.8892 -1.9372 -0.4347  -0.126
74 C -1.7524 -2.1460 -0.4958  -1.075
75 H -1.5615 -2.9158 -1.2390  0.551
76 H -1.4938 -2.5220 0.4913  0.345


# 2
Density functional theory data (the ωB97M-V functional and the def2-TZVPD basis) for a molecular structure, C33H31IN4O7STi in a non-equilibrium geometry.

Results
Expectation value of S² ... 0.754
Net charge ... +1
Strongest force on any atom ... 2.414 eV/Å
Frontier orbital gap (spin up / spin down) ... 7.24 / 7.53 eV
2S+1 ... 2
HOMO (spin up / spin down) ... -10.6 / -10.9 eV
E_LUMO (spin up / spin down) ... -3.36 / -3.34 eV
Energy above the lowest of the compared OMol25 structures with the same formula, charge and spin ... 40.5 kJ/mol

Last column: Mulliken charge in e.
Positions of all 78 atoms, in Å:
1 Ti 1.0637 -0.5775 0.4639  0.607
2 C 1.6002 4.3399 1.8246  -0.409
3 O 1.7849 3.4582 2.9425  -0.474
4 C 1.4820 2.2403 2.4978  -0.405
5 N 0.9688 2.1271 1.3319  0.386
6 C 0.8785 3.5089 0.7881  0.081
7 C -0.5353 3.9129 0.4690  0.221
8 C -0.7197 5.2033 -0.0217  -0.484
9 C -1.9976 5.7100 -0.2300  -0.796
10 C -3.0914 4.9154 0.0270  -0.425
11 C -2.9122 3.6230 0.4775  -0.690
12 C -1.6607 3.1052 0.7024  -0.089
13 C 1.6895 1.0773 3.3958  0.259
14 C 2.0431 1.1736 4.7314  -0.777
15 C 2.1517 0.0202 5.4744  -0.587
16 C 1.8565 -1.2137 4.9228  -0.706
17 C 1.4767 -1.2426 3.5892  0.210
18 N 1.4510 -0.1338 2.8533  0.419
19 C 0.9529 -2.4520 2.9008  0.186
20 N 0.6806 -2.4862 1.6402  0.304
21 C 0.2524 -3.8641 1.3442  -0.743
22 C -0.0443 -4.4101 2.7802  -0.539
23 O 0.7174 -3.5412 3.6245  -0.432
24 C -0.9336 -3.9768 0.4266  0.392
25 C -0.9573 -4.8777 -0.6377  -0.124
26 C -2.1140 -5.0979 -1.3660  -0.835
27 C -3.2535 -4.3749 -1.0598  -0.549
28 C -3.2192 -3.4101 -0.0631  -0.703
29 C -2.0611 -3.1871 0.6834  -0.224
30 H 2.5942 4.6491 1.4735  0.302
31 H 1.0314 5.2160 2.1592  0.404
32 H 1.4600 3.5078 -0.1818  0.021
33 H 0.1388 5.8190 -0.2518  0.472
34 H -2.1139 6.6987 -0.6312  0.404
35 H -4.0823 5.2602 -0.2499  0.362
36 H -3.7681 2.9772 0.5814  0.402
37 H -1.5256 2.1098 1.0671  0.350
38 H 2.2275 2.1329 5.1253  0.659
39 H 2.5277 0.0382 6.4783  0.470
40 H 1.8483 -2.1360 5.4653  0.616
41 H 1.1082 -4.3854 0.8858  0.698
42 H 0.2701 -5.4155 2.9087  0.333
43 H -1.1005 -4.2878 3.0525  0.372
44 H -0.0722 -5.4670 -0.8735  0.439
45 H -2.1109 -5.8684 -2.1465  0.414
46 H -4.1621 -4.5369 -1.5873  0.484
47 H -4.1056 -2.8439 0.1915  0.428
48 H -2.0404 -2.4960 1.5160  0.316
49 O 3.0741 -3.5384 -2.5995  -0.451
50 C 2.3786 -2.7981 -1.7531  -0.288
51 O 2.6723 -2.5207 -0.5802  -0.507
52 C 1.1126 -2.3900 -2.2927  0.227
53 C 0.6534 -2.7903 -3.5334  -0.813
54 C -0.6382 -2.4249 -3.8782  -1.184
55 C -1.3782 -1.7054 -2.9862  -0.984
56 C -0.8101 -1.2543 -1.8075  1.041
57 N 0.4332 -1.5688 -1.4767  1.860
58 C -1.5096 -0.4009 -0.8446  0.634
59 O -2.6776 -0.1931 -1.0205  -0.743
60 O -0.7505 -0.0082 0.1400  -0.614
61 H 3.9513 -3.7366 -2.2314  0.425
62 H 1.2625 -3.3779 -4.1960  0.608
63 H -1.0400 -2.7580 -4.8223  0.534
64 H -2.3883 -1.3577 -3.1570  0.617
65 I 4.3716 0.4231 0.8271  -0.085
66 C 2.5952 0.5077 -0.4654  -1.446
67 H 2.3843 1.5482 -0.6659  0.455
68 H 2.9318 0.0669 -1.4105  0.597
69 C -1.5858 2.7890 -2.9085  -0.861
70 S 0.1289 2.2670 -2.7455  1.005
71 C 0.9865 3.5628 -3.5798  -1.373
72 O 0.2672 1.0701 -3.6132  -0.673
73 H -1.8054 2.9561 -3.9613  0.530
74 H -1.6537 3.7024 -2.3133  0.145
75 H -2.1283 1.9900 -2.4158  0.123
76 H 0.7691 4.5278 -3.1363  0.324
77 H 0.6960 3.5651 -4.6234  0.472
78 H 2.0229 3.3056 -3.4448  0.406